The following is a quantum chemistry calculation of a structure of composition C13H28Cl24Hg2O2, from the OMol25 dataset.

Each line ends with the Löwdin charge.
Geometry (Å):
Hg1 -0.79 1.26 2.01  0.863
Hg2 -1.54 2.75 -1.54  0.575
C1 1.02 -1.04 4.16  -0.297
O1 0.14 -0.34 3.34  -0.516
H1 1.90 -0.41 4.28  0.056
H2 0.59 -1.19 5.15  0.055
H3 1.26 -2.02 3.75  0.035
C2 0.69 0.21 -0.68  -0.300
O2 -0.30 1.11 -0.27  -0.609
H4 0.35 -0.83 -0.76  0.044
H5 1.11 0.51 -1.64  0.056
H6 1.52 0.14 0.03  0.023
Cl1 -2.28 3.35 1.01  -0.182
Cl2 -3.00 3.90 -3.35  -0.270
C3 3.42 2.96 2.72  -0.977
Cl3 1.92 2.56 1.81  0.492
Cl4 2.93 3.83 4.19  0.506
H7 3.96 2.08 3.06  0.018
H8 4.14 3.57 2.17  0.015
C4 1.99 5.67 -0.49  -0.941
Cl5 0.73 4.58 -1.07  0.473
Cl6 3.69 5.10 -0.89  0.461
H9 1.85 6.67 -0.89  0.032
H10 1.90 5.79 0.59  0.026
C5 4.65 -1.29 1.70  -0.992
Cl7 6.37 -1.78 1.69  0.504
Cl8 3.80 -1.85 0.22  0.506
H11 4.08 -1.65 2.56  0.025
H12 4.61 -0.21 1.85  -0.027
C6 -3.67 -2.48 0.70  -0.940
Cl9 -3.45 -3.09 -0.94  0.562
Cl10 -2.76 -0.90 0.95  0.414
H13 -4.72 -2.40 0.97  0.041
H14 -3.19 -3.24 1.32  -0.043
C7 -2.90 -0.65 4.91  -0.961
Cl11 -3.19 -2.16 3.99  0.528
Cl12 -3.00 0.72 3.83  0.530
H15 -3.58 -0.52 5.76  0.039
H16 -1.92 -0.71 5.38  0.024
C8 1.03 2.47 -5.35  -0.953
Cl13 0.27 2.87 -3.78  0.408
Cl14 1.13 0.73 -5.48  0.526
H17 0.33 2.84 -6.10  0.035
H18 2.01 2.95 -5.37  0.037
C9 -6.12 0.81 -1.32  -0.981
Cl15 -4.42 1.16 -1.00  0.451
Cl16 -6.36 -0.32 -2.66  0.540
H19 -6.56 0.45 -0.39  0.033
H20 -6.58 1.75 -1.61  0.029
C10 0.03 -4.40 2.40  -0.954
Cl17 -1.32 -5.39 1.89  0.533
Cl18 0.50 -3.26 1.05  0.508
H21 -0.28 -3.87 3.30  0.015
H22 0.85 -5.08 2.60  0.032
C11 -0.41 -4.58 -2.09  -1.093
Cl19 -1.48 -4.70 -3.51  0.485
Cl20 -0.09 -6.15 -1.44  0.526
H23 0.50 -4.08 -2.38  0.033
H24 -0.87 -3.96 -1.31  -0.061
C12 4.81 0.97 -1.75  -0.987
Cl21 5.84 1.83 -2.92  0.497
Cl22 4.86 1.71 -0.13  0.519
H25 3.81 0.99 -2.18  0.022
H26 5.16 -0.06 -1.67  0.003
C13 -3.15 -0.74 -4.05  -0.966
Cl23 -2.06 0.23 -3.04  0.455
Cl24 -2.26 -1.46 -5.46  0.470
H27 -3.54 -1.56 -3.46  -0.021
H28 -3.98 -0.12 -4.39  0.013

Results
- charge = 0
- LUMO (eV) = -1.81
- gap between HOMO and LUMO (eV) = 6.80
- HOMO (eV) = -8.605
- relative energy (zero: lowest compared OMol25 entry of this formula, charge and spin) (kcal per mole) = 15.0
- calculated total energy (Eh) = -12013.91970